This record from the OMol25 dataset describes a 4-piece molecular cluster, C48H55F27IN3O5 overall. The level of theory is the ωB97M-V functional and the def2-TZVPD basis.

```
! RIJCOSX wB97M-V def2-TZVPD def2/J DEFGRID3
* xyz 0 1
C 4.007 -2.867 0.078
C 3.692 -1.661 -0.809
C 3.058 -2.052 -2.137
C 2.560 -0.837 -2.948
C 1.400 -1.224 -3.867
C 0.757 -0.013 -4.556
C -0.742 -0.177 -4.843
C -1.510 -0.517 -3.566
C -2.999 -0.137 -3.614
C -3.909 -1.066 -2.796
C -4.150 -0.521 -1.375
C -2.819 -0.473 -0.649
C -2.153 -1.712 -0.443
C -0.937 -1.810 0.172
C -0.226 -3.122 0.356
C -1.137 -4.296 0.756
C -1.925 -4.905 -0.362
F -3.236 -5.171 -0.088
C -1.446 -5.244 -1.583
F -0.898 -4.361 -2.420
F -1.425 -6.457 -2.115
C -0.321 -0.618 0.634
N 0.886 -0.695 1.269
C 1.430 0.416 1.638
O 2.659 0.347 2.232
C 0.816 1.690 1.398
C 1.528 2.970 1.745
C 2.722 3.158 0.762
C 2.483 4.331 -0.215
C 1.680 3.835 -1.432
N 2.146 4.358 -2.701
C 2.362 5.682 -2.971
C 2.768 5.800 -4.279
C 2.810 4.489 -4.823
C 2.423 3.634 -3.821
N -0.358 1.787 0.837
C -0.951 0.623 0.442
C -2.216 0.682 -0.207
C -2.842 2.035 -0.418
C -3.924 2.388 0.584
O -4.885 3.030 0.327
I -3.666 1.689 2.621
H 3.204 -3.607 0.068
H 4.938 -3.352 -0.220
H 4.142 -2.564 1.118
H 4.643 -1.165 -1.027
H 3.069 -0.969 -0.241
H 3.799 -2.612 -2.714
H 2.202 -2.717 -1.982
H 3.409 -0.479 -3.535
H 2.234 -0.086 -2.222
H 1.808 -1.890 -4.633
H 0.689 -1.795 -3.270
H 1.290 0.161 -5.494
H 0.905 0.877 -3.937
H -0.855 -0.959 -5.600
H -1.090 0.768 -5.267
H -1.036 0.035 -2.750
H -1.414 -1.588 -3.391
H -3.091 0.898 -3.276
H -3.326 -0.148 -4.657
H -4.864 -1.166 -3.314
H -3.483 -2.067 -2.721
H -4.580 0.477 -1.430
H -4.811 -1.200 -0.835
H -2.651 -2.592 -0.827
H 0.567 -3.048 1.096
H 0.289 -3.401 -0.569
H -0.474 -5.092 1.107
H -1.776 -4.055 1.600
H 2.590 0.668 3.141
H 1.915 2.886 2.760
H 0.820 3.786 1.647
H 2.798 2.266 0.137
H 3.670 3.244 1.290
H 3.445 4.714 -0.551
H 1.916 5.092 0.320
H 0.637 4.150 -1.328
H 1.673 2.748 -1.494
H 2.224 6.445 -2.223
H 3.007 6.722 -4.783
H 3.089 4.213 -5.825
H 2.347 2.560 -3.846
H -3.320 2.116 -1.393
H -2.096 2.827 -0.364
C -3.441 4.487 -7.478
C -2.488 3.892 -8.525
C -2.032 2.440 -8.351
F -1.396 2.246 -7.179
F -1.171 2.137 -9.348
F -1.419 4.701 -8.677
F -3.174 3.910 -9.706
O -2.903 5.260 -6.423
C -2.401 4.689 -5.285
C -0.884 4.876 -5.143
F -0.237 4.457 -6.244
F -0.464 4.141 -4.090
F -2.759 3.393 -5.181
F -2.963 5.337 -4.238
H -4.039 5.203 -8.039
H -4.140 3.736 -7.109
H -2.889 1.763 -8.413
H -0.644 5.927 -4.971
C 4.317 0.859 6.325
C 2.861 1.228 6.010
C 2.170 2.286 6.874
F 2.143 1.929 8.170
F 0.895 2.419 6.445
F 2.114 0.110 5.945
F 2.875 1.762 4.737
O 4.570 -0.283 7.113
C 4.536 -0.251 8.483
C 3.380 -1.080 9.064
F 2.201 -0.724 8.518
F 3.317 -0.863 10.395
F 4.534 1.012 8.948
F 5.673 -0.834 8.918
H 4.746 0.599 5.358
H 4.877 1.726 6.677
H 2.675 3.251 6.772
H 3.554 -2.141 8.875
C -3.552 -4.873 5.117
C -2.496 -5.525 4.214
C -2.188 -7.011 4.409
F -1.761 -7.278 5.658
F -1.206 -7.361 3.546
F -1.357 -4.800 4.255
F -2.983 -5.426 2.942
O -3.126 -4.164 6.264
C -2.851 -4.786 7.451
C -1.363 -4.713 7.825
F -0.583 -5.167 6.825
F -1.149 -5.482 8.915
F -3.312 -6.050 7.470
F -3.513 -4.107 8.414
H -3.997 -4.099 4.493
H -4.358 -5.570 5.352
H -3.073 -7.615 4.192
H -1.088 -3.680 8.049
*
```

- Kohn-Sham gap (Ha) = 0.2941
- calculated total energy (Eh) = -5396.54232
- largest force on an atom (eV/A) = 1.7